112
Properties=species:S:1:pos:R:3:forces:R:3:mulliken_charge:R:1 method="wB97M-V/def2-TZVPD" smiles="CCN[C@@]1(C(F)(F)C(F)(F)F)C[C@@](CC)(CCCCCCCCOC)NC1=O.COC[C@@H](C)N.COC[C@@H](C)N.COC[C@@H](C)N" relative_energy_ev=0.000 lumo_ev=0.507 e_homo_ev=-9.0334 orbital_gap_ev=9.5 fmax_ev_per_a=0.99
C -0.880867 -2.734828 -0.391325 0.110 -0.074 0.328 -1.09
C -0.871762 -1.807939 -1.595505 0.023 -0.246 -0.080 -0.03
N 0.157044 -0.754357 -1.537639 -0.424 -0.024 0.117 -0.42
C 0.075294 0.267075 -0.486627 0.329 0.233 0.132 3.65
C 1.066389 -0.049869 0.654061 -0.204 -0.099 0.146 0.11
F 0.585237 -0.978277 1.516533 0.106 0.057 -0.123 -0.27
F 1.310179 1.072664 1.393445 -0.158 -0.079 -0.040 -0.32
C 2.461988 -0.571996 0.206894 -0.195 0.155 -0.012 0.36
F 2.939877 0.150419 -0.810573 0.037 0.143 -0.178 -0.25
F 3.312382 -0.446592 1.222877 0.229 0.016 0.266 -0.17
F 2.443429 -1.848747 -0.143457 -0.070 -0.199 -0.086 -0.25
C 0.373884 1.629227 -1.117773 0.294 0.349 -0.148 -2.59
C -1.003064 2.264631 -1.515663 -0.169 -0.904 -0.184 1.81
C -1.235750 3.605442 -0.775347 -0.078 0.321 -0.189 0.00
C -2.546121 3.735035 -0.005390 0.127 0.183 0.180 -1.44
C -1.156815 2.377837 -3.040549 0.251 -0.108 -0.153 -1.48
C -0.001499 3.041872 -3.832297 -0.209 0.080 -0.011 -1.12
C 0.838765 4.099370 -3.121777 0.156 0.199 -0.050 0.95
C 2.071643 4.523253 -3.947347 -0.001 0.118 0.124 -1.23
C 3.379022 4.042898 -3.311459 0.040 0.077 0.006 -0.71
C 3.658250 4.677206 -1.937976 0.091 -0.135 -0.068 -0.39
C 4.459858 3.771356 -0.988778 0.000 0.039 0.080 -0.64
C 4.065349 3.902995 0.485410 0.053 -0.062 0.076 -0.16
O 3.797298 5.251700 0.840259 -0.051 0.080 -0.074 -0.42
C 2.477381 5.491399 1.277248 0.150 -0.030 0.064 -0.32
N -1.999248 1.267700 -1.033181 0.347 0.394 0.119 0.49
C -1.386984 0.489271 -0.035146 -0.287 -0.086 0.779 -1.90
O -1.907014 0.141474 0.999530 0.284 -0.073 -0.948 -0.58
H 0.138999 -3.020569 -0.124037 -0.043 -0.033 -0.110 0.15
H -1.322578 -2.274428 0.494378 0.006 0.035 -0.124 0.18
H -1.437472 -3.649879 -0.604208 -0.032 0.072 -0.104 0.48
H -1.879960 -1.402175 -1.773291 0.021 0.007 0.105 -0.07
H -0.636562 -2.404856 -2.481749 0.049 0.126 0.024 0.59
H 0.159020 -0.275881 -2.428790 0.125 -0.057 0.001 0.44
H 1.062427 1.502238 -1.957770 -0.221 -0.056 -0.077 0.28
H 0.887642 2.307204 -0.440207 0.020 -0.203 0.157 0.00
H -0.402422 3.801809 -0.094764 -0.062 -0.007 0.007 -0.29
H -1.207232 4.409935 -1.511861 0.036 -0.023 0.015 0.27
H -2.639638 4.768724 0.340941 -0.031 -0.057 -0.025 0.48
H -2.563110 3.095999 0.879493 -0.110 -0.077 -0.160 0.31
H -3.412233 3.509144 -0.627549 0.029 -0.075 0.038 0.26
H -2.112808 2.853453 -3.281739 0.050 0.089 0.179 0.54
H -1.238776 1.348076 -3.410561 -0.114 0.082 -0.066 0.32
H 0.667617 2.262420 -4.215152 0.027 0.037 0.134 0.38
H -0.429406 3.512848 -4.724262 0.035 -0.135 0.008 0.43
H 0.234286 4.978145 -2.885341 -0.040 -0.072 -0.068 0.20
H 1.194791 3.722336 -2.160916 -0.101 0.014 -0.016 -0.41
H 1.990410 4.128271 -4.965366 0.005 0.033 0.043 0.44
H 2.101643 5.614611 -4.040922 0.013 -0.088 -0.012 0.37
H 4.213293 4.273496 -3.981085 -0.028 -0.160 -0.010 0.49
H 3.342469 2.951400 -3.211693 -0.022 0.018 -0.021 0.20
H 2.719148 4.968758 -1.461868 0.010 -0.057 -0.013 0.12
H 4.216407 5.603745 -2.089645 -0.158 0.059 0.073 0.52
H 5.528023 3.983398 -1.082073 -0.045 -0.024 -0.080 0.40
H 4.320565 2.721348 -1.270063 0.070 0.044 0.034 0.18
H 3.198891 3.268004 0.715424 -0.036 0.114 -0.089 -0.03
H 4.887817 3.549604 1.117069 -0.076 -0.043 -0.025 0.38
H 2.300258 5.058589 2.269731 -0.041 -0.041 -0.058 0.29
H 2.346021 6.571748 1.343595 0.004 -0.052 -0.032 0.26
H 1.741248 5.082236 0.573423 -0.018 0.037 0.049 -0.07
H -2.497867 0.748673 -1.749256 -0.323 0.079 0.081 0.20
C 5.388200 -0.206944 3.612020 0.026 -0.073 -0.073 -1.22
C 5.952950 -0.198475 5.026802 -0.045 0.127 -0.054 0.48
C 4.911038 -0.525944 6.103960 0.058 -0.068 0.065 -0.74
O 4.003788 0.520732 6.386164 -0.037 0.025 -0.063 -0.42
C 2.891187 0.615892 5.516134 -0.004 0.045 0.079 -0.63
N 6.630431 1.078514 5.266076 -0.045 -0.053 0.119 -0.73
H 4.800581 0.687602 3.405931 -0.018 0.014 0.040 0.00
H 6.196115 -0.235466 2.881369 0.026 0.033 0.024 0.43
H 4.750490 -1.076885 3.446399 -0.011 0.009 -0.002 0.32
H 6.712545 -0.984361 5.087594 -0.016 -0.037 0.028 0.38
H 5.436678 -0.716182 7.043442 -0.016 0.040 0.013 0.35
H 4.359390 -1.439722 5.844265 0.020 -0.001 -0.047 0.39
H 2.557037 -0.373313 5.188793 0.000 -0.009 -0.026 0.31
H 3.108309 1.225982 4.636015 -0.009 -0.046 -0.033 0.19
H 2.083998 1.091422 6.072160 0.007 -0.002 0.009 0.33
H 7.110805 1.048157 6.160155 0.049 -0.016 -0.041 0.28
H 5.918317 1.794911 5.377718 0.012 0.020 -0.057 0.29
C -1.513692 -8.480520 2.106939 0.018 -0.006 0.057 -1.42
C -0.637037 -8.019729 0.947486 -0.100 -0.066 -0.005 0.29
C -0.868674 -6.562143 0.531879 0.114 0.078 -0.034 -0.58
O -2.053320 -6.336628 -0.208888 -0.062 -0.014 0.020 -0.41
C -3.229903 -6.172473 0.558321 0.001 0.036 -0.076 -0.71
N -0.788146 -8.957228 -0.167722 0.029 0.129 -0.051 -0.72
H -2.535797 -8.677411 1.782887 -0.009 0.025 -0.026 0.29
H -1.123485 -9.408355 2.523369 -0.005 -0.018 -0.034 0.35
H -1.544141 -7.734622 2.903443 -0.004 0.005 -0.008 0.34
H 0.404297 -8.077019 1.279358 0.021 0.046 0.002 0.40
H -0.054047 -6.260855 -0.131970 -0.021 -0.009 -0.027 0.32
H -0.841177 -5.895085 1.404175 -0.006 -0.050 0.039 0.42
H -3.021326 -5.650241 1.497124 -0.004 -0.005 0.022 0.33
H -3.711742 -7.127803 0.780056 0.011 0.007 0.053 0.29
H -3.920794 -5.569187 -0.030416 0.008 0.002 -0.007 0.25
H -0.116821 -8.733623 -0.895927 0.035 -0.050 0.035 0.28
H -1.697063 -8.797507 -0.593076 -0.019 -0.049 0.026 0.31
C -5.156255 -0.672574 -0.683172 0.150 -0.041 0.102 -0.96
C -5.642606 0.296573 -1.750023 0.007 -0.082 0.025 0.67
C -7.141127 0.194418 -2.055520 -0.020 0.123 -0.030 -0.90
O -7.508326 -0.928946 -2.830792 0.031 -0.064 0.016 -0.39
C -7.708388 -2.130551 -2.111620 -0.036 0.000 -0.074 -0.61
N -4.817147 0.133436 -2.953017 0.030 0.091 -0.011 -0.52
H -5.064517 -1.689134 -1.068882 -0.052 -0.002 -0.046 0.22
H -4.170293 -0.369953 -0.328864 -0.028 -0.014 0.034 -0.09
H -5.824861 -0.694343 0.178831 -0.020 0.014 -0.014 0.43
H -5.472744 1.310879 -1.374742 -0.028 0.024 0.007 0.11
H -7.429718 1.063868 -2.652109 -0.009 -0.023 -0.027 0.39
H -7.728448 0.222401 -1.128380 0.047 -0.012 0.029 0.44
H -8.144354 -1.935019 -1.127279 0.012 -0.005 0.022 0.30
H -6.779770 -2.692615 -1.985167 -0.002 0.011 0.057 0.21
H -8.403015 -2.741432 -2.686811 -0.001 0.010 -0.008 0.25
H -5.062443 0.853027 -3.626959 0.061 0.024 0.009 0.28
H -5.092178 -0.738480 -3.397731 0.072 -0.032 0.009 0.26

***

115
Properties=species:S:1:pos:R:3:forces:R:3:mulliken_charge:R:1 method="wB97M-V/def2-TZVPD" smiles="C[C@H](O)CO[C@H]1OC(=O)[C@H](F)[C@H]1CCCC(=O)O.COCCOC.COCCOC.COCCOC.COCCOC.COCCOC" lumo_ev=0.406 e_homo_ev=-9.0514 orbital_gap_ev=9.5 fmax_ev_per_a=0.75
C 6.400864 -0.316695 0.525619 -0.067 -0.007 -0.207 -1.20
C 6.549314 0.038465 -0.949406 0.029 -0.057 0.483 0.34
O 5.977340 1.312054 -1.242111 -0.276 0.040 0.020 -0.47
C 5.871365 -0.956311 -1.868900 0.445 0.245 -0.343 -1.04
O 4.644152 -1.400827 -1.304439 -0.048 0.029 0.090 0.07
C 4.313450 -2.717403 -1.626188 -0.405 0.438 -0.083 -0.26
O 5.235776 -3.634786 -1.026203 0.055 0.117 -0.045 -0.43
C 4.775852 -3.927877 0.232231 0.335 -0.489 0.457 0.12
O 5.297647 -4.735240 0.941013 -0.246 0.554 -0.354 -0.57
C 3.500694 -3.117767 0.465301 0.008 -0.222 0.041 0.43
F 2.653433 -3.741271 1.355157 0.188 -0.085 -0.218 -0.32
C 2.988951 -3.074320 -0.966553 0.115 -0.198 0.026 -0.11
C 1.755382 -2.262554 -1.353742 -0.054 0.305 0.303 -1.13
C 1.054283 -1.499912 -0.207175 -0.237 0.466 -0.075 -0.51
C 1.117946 0.036217 -0.357286 0.275 -0.609 -0.264 -0.62
C 2.447257 0.533008 0.163644 0.200 0.300 0.530 0.40
O 2.926796 0.178851 1.212438 -0.157 -0.033 -0.501 -0.57
O 3.080823 1.460648 -0.626202 -0.523 -0.414 -0.151 -0.55
H 7.116299 0.242219 1.125666 0.003 0.074 0.047 0.46
H 6.583910 -1.379304 0.683549 0.047 -0.043 0.030 0.31
H 5.389163 -0.084954 0.855576 -0.039 -0.053 0.118 0.19
H 7.619472 0.068827 -1.176278 -0.025 -0.025 -0.293 0.35
H 5.917771 1.835754 -0.435395 0.116 0.135 0.036 0.31
H 6.550524 -1.783537 -2.076649 -0.107 -0.209 0.190 0.58
H 5.678545 -0.437794 -2.813051 -0.089 -0.090 -0.074 0.21
H 4.299270 -2.817259 -2.711565 0.315 -0.473 -0.029 0.50
H 3.764226 -2.136247 0.857342 -0.135 0.101 0.059 0.23
H 2.862937 -4.127776 -1.230872 -0.323 -0.007 -0.094 0.51
H 2.025656 -1.551089 -2.136978 0.097 0.047 -0.008 0.55
H 1.028120 -2.926581 -1.816235 0.042 -0.118 0.003 0.41
H 1.472717 -1.722232 0.768851 0.003 -0.254 0.059 0.21
H 0.006176 -1.791531 -0.169831 -0.036 -0.035 -0.016 0.52
H 1.017545 0.304302 -1.405340 -0.134 0.212 -0.013 0.32
H 0.296246 0.488532 0.194002 0.078 0.183 0.126 0.43
H 3.833860 1.018426 -1.047798 0.517 0.270 0.075 0.32
C -2.728521 -0.483179 -2.540740 0.047 -0.005 0.032 -0.76
O -2.016965 0.728417 -2.359918 -0.047 -0.039 0.014 -0.18
C -2.320487 1.714052 -3.334676 0.171 -0.002 0.083 -0.69
C -3.288575 2.748077 -2.806341 -0.165 0.061 -0.115 -0.51
O -4.560982 2.187408 -2.528720 0.103 -0.116 0.086 -0.28
C -4.781116 1.936373 -1.151757 -0.051 0.033 -0.026 -0.80
H -2.597754 -1.077748 -1.637551 0.031 0.007 0.002 0.19
H -3.794928 -0.305494 -2.694454 -0.008 -0.001 -0.011 0.34
H -2.329577 -1.044245 -3.393270 -0.041 0.004 -0.021 0.31
H -2.724631 1.247457 -4.238223 -0.029 -0.002 -0.008 0.37
H -1.383211 2.212518 -3.600634 -0.012 0.004 -0.018 0.39
H -3.429622 3.520338 -3.569738 0.022 0.010 0.011 0.39
H -2.877150 3.227985 -1.913317 0.022 -0.009 0.018 0.35
H -4.945453 2.873797 -0.608954 0.035 -0.008 0.024 0.32
H -3.943055 1.401005 -0.700116 0.008 0.001 0.007 0.35
H -5.677058 1.322802 -1.071163 -0.017 0.018 -0.022 0.23
C 1.552780 -6.498214 5.244093 0.048 0.012 0.008 -0.59
O 2.046678 -5.173474 5.277398 -0.145 -0.011 0.033 -0.43
C 1.652248 -4.392982 4.158576 0.166 0.005 0.177 -0.24
C 0.501726 -3.472201 4.491402 -0.138 0.022 -0.185 -0.56
O -0.690425 -4.187802 4.785072 0.052 -0.056 0.078 -0.14
C -0.965406 -4.291250 6.169840 -0.017 -0.002 -0.033 -0.87
H 1.729815 -6.938250 6.224251 0.034 0.008 0.002 0.25
H 0.480591 -6.525467 5.032606 -0.006 -0.007 -0.011 0.17
H 2.083415 -7.091533 4.491473 -0.041 -0.010 -0.023 0.32
H 1.389585 -5.036343 3.314335 -0.012 -0.008 -0.021 0.32
H 2.510584 -3.787257 3.863299 0.012 -0.002 -0.034 0.21
H 0.294158 -2.844714 3.618382 0.036 0.024 0.014 0.29
H 0.770618 -2.814998 5.323660 0.009 -0.015 0.031 0.38
H -1.308457 -3.331104 6.570582 0.034 0.001 0.030 0.29
H -0.088108 -4.622664 6.729696 0.007 0.003 0.008 0.38
H -1.761029 -5.025369 6.291500 -0.020 0.014 -0.022 0.25
C -7.129376 7.500777 -3.085992 0.019 0.005 0.026 -0.73
O -7.204457 6.676453 -1.938211 -0.001 -0.029 -0.064 -0.39
C -8.451468 6.016120 -1.794981 0.096 0.049 0.133 -0.51
C -8.386697 4.577403 -2.256605 -0.121 -0.086 -0.112 -0.26
O -8.149109 4.475100 -3.649288 0.073 0.106 0.017 -0.41
C -6.797267 4.183465 -3.966450 -0.071 -0.024 -0.072 -0.73
H -6.086702 7.786605 -3.214586 0.005 0.012 0.035 0.25
H -7.466411 6.975398 -3.982496 -0.013 0.004 -0.006 0.32
H -7.728404 8.408293 -2.952375 -0.024 -0.010 -0.036 0.32
H -9.233473 6.549965 -2.343822 -0.012 -0.002 -0.024 0.32
H -8.710668 6.034883 -0.731792 -0.023 -0.006 -0.011 0.38
H -9.349552 4.098449 -2.051757 0.010 0.005 0.029 0.40
H -7.615179 4.039654 -1.695613 0.020 0.005 0.012 0.09
H -6.554897 3.147454 -3.721193 0.062 0.005 0.039 0.29
H -6.108692 4.845915 -3.435458 0.009 -0.013 0.016 0.32
H -6.674997 4.332648 -5.038735 -0.046 -0.005 -0.005 0.34
C -5.796885 -4.400967 2.627048 0.021 0.027 -0.023 -0.76
O -4.447498 -4.097896 2.332911 -0.035 -0.094 -0.007 -0.34
C -3.517047 -4.779496 3.166730 0.019 0.219 -0.108 -0.24
C -2.913846 -5.979536 2.476022 0.002 -0.177 0.107 -0.25
O -3.879220 -6.987070 2.207998 -0.037 0.064 -0.035 -0.40
C -4.330483 -6.995177 0.868365 0.005 -0.021 0.029 -0.72
H -6.406668 -4.004654 1.816242 0.013 0.033 0.002 0.24
H -5.962538 -5.478551 2.700448 -0.005 -0.007 0.015 0.33
H -6.107186 -3.924888 3.564051 -0.013 -0.042 0.019 0.32
H -3.996272 -5.086085 4.102121 -0.020 -0.026 0.004 0.26
H -2.714966 -4.081329 3.411195 0.007 -0.018 0.040 0.15
H -2.156828 -6.416250 3.133628 0.022 0.034 -0.009 0.17
H -2.418910 -5.668712 1.550247 -0.001 0.018 -0.017 0.31
H -3.557293 -7.390214 0.199481 -0.002 0.037 -0.026 0.32
H -4.618300 -5.995421 0.533471 0.005 0.004 -0.012 0.31
H -5.200349 -7.648386 0.819976 0.015 -0.028 0.013 0.25
C 6.006653 4.443915 -1.926109 -0.011 -0.046 -0.008 -0.75
O 6.246460 4.685091 -0.548638 -0.057 -0.014 -0.048 -0.29
C 7.274182 5.631250 -0.306789 -0.013 -0.126 0.109 -0.59
C 6.716710 6.995762 0.031357 0.052 0.143 -0.078 -0.51
O 6.022442 7.570752 -1.062316 -0.031 -0.072 -0.008 -0.38
C 4.614941 7.454336 -0.964292 0.014 0.021 -0.011 -0.68
H 5.079148 3.878976 -1.998518 0.003 -0.024 0.016 0.13
H 5.904222 5.372993 -2.491466 0.021 0.028 0.042 0.48
H 6.812978 3.840544 -2.354073 0.001 0.031 -0.050 0.30
H 7.940629 5.702312 -1.171875 0.002 0.017 -0.021 0.36
H 7.860363 5.270077 0.544160 0.016 0.018 -0.012 0.38
H 7.546875 7.663993 0.280631 -0.001 -0.017 0.020 0.37
H 6.063736 6.925908 0.906899 -0.012 -0.021 0.012 0.33
H 4.221369 8.135812 -0.202214 -0.017 -0.034 0.020 0.33
H 4.310182 6.432784 -0.725540 -0.008 -0.002 0.012 0.28
H 4.197295 7.731569 -1.930584 0.018 0.032 -0.004 0.25